The following is a DFT calculation (wB97M-V/def2-TZVPD) of a cluster of 9 separate species, C7H33NO8 in total.

Structure (ORCA input):
```
! RIJCOSX wB97M-V def2-TZVPD def2/J DEFGRID3
* xyz 1 2
C -0.173 -1.000 0.137
C 0.629 -2.278 -0.050
C 0.673 0.061 0.862
N 0.329 1.461 0.614
C 0.434 1.876 -0.804
C -0.867 2.091 -1.579
C -0.804 1.993 1.371
C -2.180 1.338 1.118
H -0.550 -0.591 -0.800
H -1.087 -1.179 0.693
H 1.020 -2.639 0.900
H -0.019 -3.036 -0.489
H 1.472 -2.116 -0.723
H 0.631 -0.101 1.943
H 1.717 -0.056 0.556
H 1.045 1.130 -1.307
H 0.996 2.817 -0.842
H -0.613 2.429 -2.582
H -1.421 1.159 -1.675
H -1.510 2.817 -1.087
H -0.542 1.915 2.432
H -0.874 3.071 1.230
H -2.186 0.742 0.213
H -2.931 2.109 0.941
H -2.475 0.732 1.963
H -3.324 -2.339 -1.379
H -1.782 -2.255 -1.575
O -2.490 -2.664 -1.025
H 0.226 -1.301 -2.633
H -0.559 -2.358 -3.422
O -0.685 -1.621 -2.816
H 0.028 5.111 -0.312
H 0.769 4.118 0.584
O 0.492 5.033 0.533
H -2.208 -3.614 2.127
H -2.714 -3.549 0.650
O -2.910 -3.919 1.538
H 2.337 2.237 1.215
H 3.416 1.378 1.911
O 3.269 1.984 1.178
H -1.371 -3.763 4.565
H -0.628 -4.707 3.622
O -0.796 -3.771 3.794
H 2.343 -0.660 -3.555
H 2.504 -0.380 -2.065
O 2.007 -0.942 -2.696
H 4.232 1.316 -1.708
H 3.491 1.178 -0.352
O 3.640 0.741 -1.213
*
```

* E_LUMO (spin up / spin down): -2.87 / -7.40 eV
* highest occupied orbital energy (spin up / spin down): -12.6 / -12.6 eV
* orbital gap (spin up / spin down): 0.3567 / 0.1901 Eh
* relative energy (zero: lowest compared OMol25 entry of this formula, charge and spin): 0.000 eV

***

The following is a DFT calculation (wB97M-V/def2-TZVPD) of a structure of composition C7H34AsF6N14O10.

Structure (ORCA input):
```
! RIJCOSX wB97M-V def2-TZVPD def2/J DEFGRID3
* xyz -1 1
As -0.302 -0.420 1.354
F 0.577 0.217 -0.031
F 1.119 -1.499 1.706
F -1.145 -1.126 2.804
F -1.672 0.713 1.143
F -1.070 -1.750 0.391
F 0.440 0.912 2.344
C -2.467 -6.354 4.663
O -1.259 -6.252 4.813
N -3.194 -5.446 4.182
N -3.199 -7.355 4.798
H -2.778 -4.532 4.074
H -4.195 -5.582 4.190
H -4.160 -7.249 5.089
H -2.673 -8.216 4.768
C -2.676 2.875 -4.967
O -2.995 3.901 -5.485
N -1.480 2.518 -4.621
N -3.484 1.916 -4.723
H -0.833 3.277 -4.776
H -1.188 1.612 -4.282
H -4.479 2.070 -4.810
H -3.043 1.010 -4.660
C -1.849 5.637 0.479
O -1.575 6.860 0.431
N -2.093 4.883 -0.560
N -1.667 5.030 1.594
H -2.091 5.303 -1.479
H -2.199 3.879 -0.586
H -1.921 4.053 1.572
H -1.444 5.564 2.422
C 2.620 -1.400 -5.590
O 3.670 -0.859 -5.723
N 2.045 -2.121 -6.524
N 1.860 -1.326 -4.612
H 2.476 -2.431 -7.382
H 1.094 -2.415 -6.348
H 2.198 -1.028 -3.708
H 0.997 -1.851 -4.625
C -7.204 5.395 0.244
O -7.929 5.764 -0.645
N -6.514 4.303 0.298
N -7.060 6.096 1.311
H -6.830 3.632 -0.387
H -5.970 3.867 1.029
H -6.330 5.724 1.902
H -7.617 6.914 1.515
C 5.673 2.246 -0.387
O 5.762 3.453 -0.429
N 6.193 1.456 -1.209
N 4.745 1.672 0.352
H 5.871 0.514 -1.035
H 6.721 1.730 -2.025
H 4.450 0.711 0.261
H 4.071 2.302 0.764
C 5.638 -3.232 -0.334
O 6.817 -2.944 -0.454
N 4.739 -2.588 -1.036
N 5.094 -3.912 0.586
H 5.048 -2.260 -1.940
H 3.910 -3.164 -1.068
H 5.626 -4.194 1.396
H 4.099 -4.070 0.664
O 1.005 -4.787 -0.843
H 0.128 -4.597 -1.175
H 0.899 -5.585 -0.325
O 2.468 1.066 7.152
H 2.301 0.778 6.254
H 3.421 1.136 7.208
O 1.832 -3.357 5.301
H 1.677 -2.938 4.454
H 1.299 -4.151 5.277
*
```

* E_LUMO: 1.46 eV
* highest occupied orbital energy: -7.4 eV
* orbital gap: 0.3252 Eh
* relative energy (zero: lowest compared OMol25 entry of this formula, charge and spin): 8.069 eV

***

The following is a DFT calculation (wB97M-V/def2-TZVPD) of a cluster of 11 separate species, C7H34NO10 in total.

Structure (ORCA input):
```
! RIJCOSX wB97M-V def2-TZVPD def2/J DEFGRID3
* xyz 2 2
C 1.274 1.693 -2.088
C 2.024 2.236 -0.875
C 3.052 1.194 -0.371
C 4.121 0.117 1.625
C 2.998 0.708 1.035
C 1.862 0.944 1.876
C 1.154 0.062 2.579
N 0.532 0.466 -1.727
H 1.851 1.603 -3.005
H 0.534 2.428 -2.383
H 2.427 3.242 -0.959
H 1.270 2.464 -0.115
H 4.016 1.670 -0.552
H 3.088 0.262 -0.955
H 3.998 -0.322 2.611
H 5.120 -0.055 1.245
H 1.486 1.946 1.747
H 1.311 -1.019 2.629
H 0.256 0.091 3.192
H 0.444 -0.179 -2.507
H -0.448 0.628 -1.394
H 0.940 -0.161 -1.037
H -0.354 3.036 4.142
H -0.561 1.598 4.496
O -1.006 2.329 4.058
H 2.685 -1.981 -0.678
H 2.046 -2.657 -1.853
O 2.300 -1.773 -1.537
H -1.374 -1.765 -0.418
H -0.717 -1.016 0.769
O -0.519 -1.567 -0.001
H -2.704 0.917 -1.063
H -2.716 0.088 -2.429
O -2.184 0.468 -1.748
H -2.650 -0.478 3.822
H -1.904 0.232 2.833
O -1.910 -0.669 3.215
H 0.540 -3.219 -0.416
H 0.680 -4.508 0.257
O 1.147 -3.975 -0.409
H -4.327 2.971 -0.636
H -2.826 3.339 -0.678
O -3.486 2.733 -1.046
H -3.043 -1.391 1.283
H -3.836 -0.052 1.504
O -3.654 -0.762 0.886
H -3.364 -2.740 -1.653
H -3.370 -1.429 -0.824
O -3.071 -1.830 -1.666
H -1.818 -1.914 -3.492
H -0.412 -2.397 -3.771
O -0.899 -1.607 -3.518
*
```

* E_LUMO (spin up / spin down): -7.52 / -10.78 eV
* highest occupied orbital energy (spin up / spin down): -16.6 / -16.6 eV
* orbital gap (spin up / spin down): 0.3330 / 0.2133 Eh
* relative energy (zero: lowest compared OMol25 entry of this formula, charge and spin): 1.229 eV